(1)
Below is a single CH2N4O2 molecule in a non-equilibrium geometry, with properties calculated with wB97M-V/def2-TZVPD.

```
9
Properties=species:S:1:pos:R:3:forces:R:3
C 1.006 1.134 -0.455 -1.5 0.5 -0.8
N -0.128 0.474 -0.531 -3.6 0.0 -1.3
N 1.934 0.798 0.294 1.8 -2.1 2.4
N -0.229 -0.566 0.284 3.3 0.5 1.1
N 0.822 -0.957 0.878 2.3 1.5 0.1
O 1.023 -1.888 1.613 -0.7 0.1 -0.2
O -1.269 -1.376 0.178 -1.9 1.4 -2.9
H 1.021 2.037 -1.061 0.5 0.0 -0.1
H -1.623 -0.846 -0.657 -0.2 -1.9 1.8
```
Forces are in eV/Å.

The HOMO-LUMO gap (spin up / spin down) is 7.2 / 8.1 eV. For the HOMO energy (spin up / spin down), the calculation gives -9.075 / -9.073 eV. Its relative energy (zero: lowest compared OMol25 entry of this formula, charge and spin) is 171.86 kcal/mol. The value obtained for the molar mass is 102.05 g mol⁻¹. The maximum force is 3.82 eV Å⁻¹. As for the lowest unoccupied orbital energy (spin up / spin down): -1.832 / -0.982 eV. The calculated total energy is -408.5117 hartree.

Charges obtained by Löwdin population analysis, quoted in units of e: atom 1 (C): -0.401, atom 2 (N): 0.024, atom 3 (N): 0.232, atom 4 (N): -0.259, atom 5 (N): -0.082, atom 6 (O): 0.075, atom 7 (O): 0.099, atom 8 (H): 0.124, atom 9 (H): 0.188

(2)
Below is CH2N4O2 as an isolated structure in a non-equilibrium geometry, with properties calculated with wB97M-V/def2-TZVPD.

```
9
Properties=species:S:1:pos:R:3:forces:R:3
C 0.297 -0.046 -0.108 -1.5 -1.1 -1.7
H 0.939 0.101 3.105 0.6 -1.3 -5.8
H -0.884 1.502 -0.691 1.7 -0.4 0.0
N 0.911 0.540 0.814 0.4 -1.1 4.0
N -0.126 -1.403 -0.550 -2.6 1.6 -3.1
N -0.934 -1.252 -1.588 2.9 1.1 4.0
N -0.211 0.796 -1.081 -1.5 3.0 0.4
O 1.103 -0.385 1.989 -0.4 1.8 2.9
O -1.095 0.147 -1.890 0.4 -3.6 -0.8
```
Forces are in eV/Å.

The HOMO-LUMO gap is 8.6 eV. For the HOMO energy, the calculation gives -9.418 eV. Its relative energy (zero: lowest compared OMol25 entry of this formula, charge and spin) is 151.79 kcal/mol. The value obtained for the molar mass is 102.05 g mol⁻¹. The maximum force is 6.01 eV Å⁻¹. As for the lowest unoccupied orbital energy: -0.860 eV. The calculated total energy is -408.5436 hartree.

Charges obtained by Löwdin population analysis, quoted in units of e: atom 1 (C): -0.406, atom 2 (H): 0.246, atom 3 (H): 0.173, atom 4 (N): 0.049, atom 5 (N): 0.130, atom 6 (N): 0.099, atom 7 (N): 0.023, atom 8 (O): -0.215, atom 9 (O): -0.099

(3)
Below is a single CH2N4O2 molecule in a non-equilibrium geometry, with properties calculated with wB97M-V/def2-TZVPD.

```
9
Properties=species:S:1:pos:R:3:forces:R:3
N 0.264 -0.091 1.421 2.7 -0.9 0.4
N 0.004 0.419 0.206 0.0 -0.3 -1.7
N 0.875 1.247 -0.473 -0.3 -1.8 0.4
N 0.762 0.957 -1.669 0.9 2.2 -0.2
O -0.219 0.010 -1.853 -0.9 -0.9 -3.9
C -0.719 -0.384 -0.754 0.6 -1.8 6.1
O -1.386 -1.317 -0.320 0.3 1.5 -2.4
H 0.975 -0.983 1.515 -3.2 3.0 -0.3
H -0.556 0.142 1.927 0.0 -1.1 1.6
```
Forces are in eV/Å.

The HOMO-LUMO gap is 10.8 eV. For the HOMO energy, the calculation gives -10.402 eV. Its relative energy (zero: lowest compared OMol25 entry of this formula, charge and spin) is 68.83 kcal/mol. As for the SMILES: Nn1nnoc1=O. The value obtained for the molar mass is 102.05 g mol⁻¹. The maximum force is 6.41 eV Å⁻¹. As for the lowest unoccupied orbital energy: 0.357 eV. The calculated total energy is -408.6759 hartree.

Charges obtained by Löwdin population analysis, quoted in units of e: atom 1 (N): 0.052, atom 2 (N): -0.174, atom 3 (N): 0.104, atom 4 (N): 0.055, atom 5 (O): 0.099, atom 6 (C): -0.515, atom 7 (O): 0.093, atom 8 (H): 0.201, atom 9 (H): 0.085

(4)
Below is a single CH2N4O2 molecule in a non-equilibrium geometry, with properties calculated with wB97M-V/def2-TZVPD.

```
9
Properties=species:S:1:pos:R:3:forces:R:3
N 0.621 5.131 2.015 -1.3 -1.9 -1.4
C 0.151 4.228 1.425 3.0 3.1 2.4
N -0.333 3.183 0.838 -2.4 -1.7 -1.4
N 0.329 2.134 0.694 0.6 -1.0 0.4
O 1.462 1.864 0.914 2.2 0.4 0.8
O -0.399 1.103 0.162 -3.0 0.0 -1.1
N 0.111 -0.232 0.140 2.6 1.5 0.1
H -0.189 -0.667 1.004 -0.2 0.2 0.4
H 1.158 -0.063 0.239 -1.4 -0.7 -0.3
```
Forces are in eV/Å.

The HOMO-LUMO gap (spin up / spin down) is 9.9 / 9.9 eV. For the HOMO energy (spin up / spin down), the calculation gives -10.715 / -10.714 eV. Its relative energy (zero: lowest compared OMol25 entry of this formula, charge and spin) is 126.41 kcal/mol. As for the SMILES: N#C/N=[N+](\[O-])ON. The value obtained for the molar mass is 102.05 g mol⁻¹. The maximum force is 4.93 eV Å⁻¹. As for the lowest unoccupied orbital energy (spin up / spin down): -0.790 / -0.790 eV. The calculated total energy is -408.5841 hartree.

Charges obtained by Löwdin population analysis, quoted in units of e: atom 1 (N): 0.160, atom 2 (C): -0.305, atom 3 (N): 0.136, atom 4 (N): -0.325, atom 5 (O): 0.106, atom 6 (O): -0.072, atom 7 (N): 0.102, atom 8 (H): 0.088, atom 9 (H): 0.110

(5)
Below is CH2N4O2S as an isolated structure in a non-equilibrium geometry, with properties calculated with wB97M-V/def2-TZVPD.

```
10
Properties=species:S:1:pos:R:3:forces:R:3
C -0.660 1.011 -0.237 -0.6 -1.9 -3.6
N -1.344 -0.347 -0.749 -0.1 0.8 1.4
N 0.173 -0.884 0.642 0.6 2.0 -1.2
N 0.239 0.416 0.715 1.4 -0.5 1.6
N -0.629 -1.404 -0.219 -1.0 -1.6 0.0
O -1.667 1.850 0.046 -0.5 -2.0 0.6
O -3.296 -0.873 0.928 -0.3 -1.3 1.5
S -2.910 0.003 -0.105 1.5 2.5 -1.8
H -0.165 1.269 -1.247 0.4 0.6 1.8
H 0.914 -1.534 1.065 -1.5 1.5 -0.5
```
Forces are in eV/Å.

The HOMO-LUMO gap is 7.4 eV. For the HOMO energy, the calculation gives -9.024 eV. Its relative energy (zero: lowest compared OMol25 entry of this formula, charge and spin) is 75.75 kcal/mol. The value obtained for the molar mass is 134.12 g mol⁻¹. The maximum force is 4.07 eV Å⁻¹. As for the lowest unoccupied orbital energy: -1.638 eV. The calculated total energy is -806.7787 hartree.

Charges obtained by Löwdin population analysis, quoted in units of e: atom 1 (C): -0.568, atom 2 (N): -0.283, atom 3 (N): -0.064, atom 4 (N): 0.086, atom 5 (N): -0.027, atom 6 (O): -0.217, atom 7 (O): -0.404, atom 8 (S): 1.108, atom 9 (H): 0.158, atom 10 (H): 0.212

(6)
Below is a 2-piece molecular cluster, CH2N4O3 overall in a non-equilibrium geometry, with properties calculated with wB97M-V/def2-TZVPD.

```
10
Properties=species:S:1:pos:R:3:forces:R:3
C -1.874 0.904 -0.094 1.5 -1.8 1.1
N -2.338 1.287 -1.052 -1.6 1.6 -2.3
N -1.182 0.169 0.784 -1.9 2.1 0.8
N -0.328 -0.788 0.464 1.8 -1.0 1.6
N 2.115 0.262 -0.001 1.6 1.0 0.9
O 2.625 1.009 0.859 -1.3 -2.5 -3.1
O 2.528 -0.353 -0.965 -0.5 1.5 2.2
O -0.493 -1.164 -0.800 0.6 -0.9 -1.2
H -1.304 0.493 1.743 0.8 -0.9 -0.2
H 0.250 -1.819 -0.938 -1.1 1.0 0.2
```
Forces are in eV/Å.

The HOMO-LUMO gap (spin up / spin down) is 6.3 / 10.3 eV. For the HOMO energy (spin up / spin down), the calculation gives -8.268 / -10.640 eV. Its relative energy (zero: lowest compared OMol25 entry of this formula, charge and spin) is 63.34 kcal/mol. The value obtained for the molar mass is 118.05 g mol⁻¹. The maximum force is 4.19 eV Å⁻¹. As for the lowest unoccupied orbital energy (spin up / spin down): -1.919 / -0.340 eV. The calculated total energy is -483.7802 hartree.

Charges obtained by Löwdin population analysis, quoted in units of e: atom 1 (C): -0.302, atom 2 (N): 0.173, atom 3 (N): -0.019, atom 4 (N): -0.065, atom 5 (N): -0.179, atom 6 (O): 0.054, atom 7 (O): 0.068, atom 8 (O): -0.025, atom 9 (H): 0.159, atom 10 (H): 0.136

(7)
Below is an isolated ion of composition CH2N5O and charge -1 in a non-equilibrium geometry, with properties calculated with wB97M-V/def2-TZVPD.

```
9
Properties=species:S:1:pos:R:3:forces:R:3
O 2.238 0.504 1.322 -0.3 0.7 -1.3
N 1.139 -0.164 0.982 0.3 -5.5 0.7
N 0.142 0.185 0.091 -1.6 1.3 -1.4
C -0.671 -0.565 -0.771 2.2 -0.2 0.4
N -1.763 0.186 -0.991 0.7 -1.7 -0.4
N -1.587 1.293 -0.296 -2.4 1.1 -1.0
N -0.506 1.328 0.340 1.8 -0.4 0.7
H 1.292 -1.191 0.558 0.5 2.1 1.2
H -0.283 -1.576 -1.235 -1.2 2.4 1.1
```
Forces are in eV/Å.

The HOMO-LUMO gap (spin up / spin down) is 6.4 / 6.4 eV. For the HOMO energy (spin up / spin down), the calculation gives -2.218 / -2.219 eV. The total charge is -1. Its relative energy (zero: lowest compared OMol25 entry of this formula, charge and spin) is 80.40 kcal/mol. As for the SMILES: [O-]Nn1cnnn1. The value obtained for the molar mass is 100.06 g mol⁻¹. The maximum force is 5.54 eV Å⁻¹. As for the lowest unoccupied orbital energy (spin up / spin down): 4.177 / 4.177 eV. The calculated total energy is -388.1873 hartree.

Charges obtained by Löwdin population analysis, quoted in units of e: atom 1 (O): -0.361, atom 2 (N): -0.291, atom 3 (N): -0.176, atom 4 (C): -0.187, atom 5 (N): -0.074, atom 6 (N): -0.150, atom 7 (N): -0.003, atom 8 (H): 0.120, atom 9 (H): 0.121

(8)
Below is a 2-piece molecular cluster, CH2NO2 overall in a non-equilibrium geometry, with properties calculated with wB97M-V/def2-TZVPD.

```
6
Properties=species:S:1:pos:R:3:forces:R:3
C 1.091 0.179 2.537 1.5 -0.4 0.2
N 1.112 -0.220 1.436 -0.3 -0.4 -0.8
O 1.321 0.504 3.669 -0.6 0.6 1.3
O -0.137 0.220 -0.700 1.2 -1.6 -3.2
H 0.251 -0.273 -1.550 -1.2 1.6 3.1
H 0.486 -0.005 0.102 -0.6 0.1 -0.5
```
Forces are in eV/Å.

The HOMO-LUMO gap is 8.7 eV. For the HOMO energy, the calculation gives -4.217 eV. The total charge is -1. Its relative energy (zero: lowest compared OMol25 entry of this formula, charge and spin) is 11.58 kcal/mol. The value obtained for the molar mass is 60.03 g mol⁻¹. The maximum force is 3.81 eV Å⁻¹. As for the lowest unoccupied orbital energy: 4.519 eV. The calculated total energy is -244.5989 hartree.

Charges obtained by Löwdin population analysis, quoted in units of e: atom 1 (C): -0.632, atom 2 (N): 0.031, atom 3 (O): -0.072, atom 4 (O): -0.270, atom 5 (H): 0.044, atom 6 (H): -0.101

(9)
Below is an isolated ion of composition CH2NO2S and charge -1 in a non-equilibrium geometry, with properties calculated with wB97M-V/def2-TZVPD.

```
7
Properties=species:S:1:pos:R:3:forces:R:3
N -0.222 0.305 -0.192 0.0 1.4 2.5
O 0.250 1.211 -1.124 2.4 1.0 -1.5
C 1.819 1.120 -1.163 -1.1 -2.8 2.6
O 2.267 0.032 -0.752 -1.2 1.0 -1.2
S 2.670 2.496 -1.319 0.4 2.0 -1.0
H 0.119 0.778 0.743 -0.9 -1.5 -1.8
H 0.417 -0.453 -0.331 0.5 -1.0 0.4
```
Forces are in eV/Å.

The HOMO-LUMO gap is 7.5 eV. For the HOMO energy, the calculation gives -3.584 eV. The total charge is -1. Its relative energy (zero: lowest compared OMol25 entry of this formula, charge and spin) is 35.57 kcal/mol. As for the SMILES: NOC([O-])=S. The value obtained for the molar mass is 92.10 g mol⁻¹. The maximum force is 3.99 eV Å⁻¹. As for the lowest unoccupied orbital energy: 3.897 eV. The calculated total energy is -642.7261 hartree.

Charges obtained by Löwdin population analysis, quoted in units of e: atom 1 (N): -0.067, atom 2 (O): -0.298, atom 3 (C): -1.067, atom 4 (O): -0.159, atom 5 (S): 0.463, atom 6 (H): 0.109, atom 7 (H): 0.019

(10)
Below is a 2-piece molecular cluster, CH2NO3P overall in a non-equilibrium geometry, with properties calculated with wB97M-V/def2-TZVPD.

```
8
Properties=species:S:1:pos:R:3:forces:R:3
C 1.259 -0.548 -0.361 -4.4 1.3 -0.4
N 1.586 0.113 0.672 1.6 2.3 2.5
O -1.629 1.592 -0.203 0.0 0.8 -0.7
O -2.126 -0.559 0.939 -0.1 -0.4 -1.0
O 1.756 -1.430 -1.059 0.8 -0.6 -0.3
P -1.863 0.119 -0.406 -0.8 -0.1 1.8
H 0.017 -0.237 -0.623 2.3 -0.8 -0.3
H 1.001 0.949 1.041 0.6 -2.5 -1.6
```
Forces are in eV/Å.

The HOMO-LUMO gap is 6.5 eV. For the HOMO energy, the calculation gives 0.917 eV. The total charge is -2. Its relative energy (zero: lowest compared OMol25 entry of this formula, charge and spin) is 35.28 kcal/mol. The value obtained for the molar mass is 107.00 g mol⁻¹. The maximum force is 4.63 eV Å⁻¹. As for the lowest unoccupied orbital energy: 7.378 eV. The calculated total energy is -661.1272 hartree.

Charges obtained by Löwdin population analysis, quoted in units of e: atom 1 (C): -0.750, atom 2 (N): -0.047, atom 3 (O): -0.649, atom 4 (O): -0.657, atom 5 (O): -0.188, atom 6 (P): 0.300, atom 7 (H): -0.028, atom 8 (H): 0.020

(11)
Below is a 2-piece molecular cluster, CH2NO3S overall in a non-equilibrium geometry, with properties calculated with wB97M-V/def2-TZVPD.

```
8
Properties=species:S:1:pos:R:3:forces:R:3
C -1.087 2.080 -0.202 1.1 -1.5 1.5
N -0.281 1.312 0.302 -1.2 0.0 -1.0
O -1.705 -1.148 -0.740 1.4 0.8 1.4
O -1.871 2.877 -0.573 -0.2 0.4 -0.5
O 2.276 -1.672 0.434 -2.4 3.2 1.4
S -0.739 -0.682 0.397 -1.4 0.5 -1.3
H 1.559 -0.845 0.781 2.7 -3.7 -1.9
H 1.848 -1.923 -0.400 -0.1 0.3 0.4
```
Forces are in eV/Å.

The HOMO-LUMO gap is 7.1 eV. For the HOMO energy, the calculation gives -3.124 eV. The total charge is -1. Its relative energy (zero: lowest compared OMol25 entry of this formula, charge and spin) is 41.58 kcal/mol. The value obtained for the molar mass is 108.10 g mol⁻¹. The maximum force is 4.96 eV Å⁻¹. As for the lowest unoccupied orbital energy: 3.937 eV. The calculated total energy is -717.9752 hartree.

Charges obtained by Löwdin population analysis, quoted in units of e: atom 1 (C): -0.549, atom 2 (N): -0.166, atom 3 (O): -0.781, atom 4 (O): 0.053, atom 5 (O): -0.251, atom 6 (S): 0.649, atom 7 (H): 0.062, atom 8 (H): -0.018

(12)
Below is a 2-piece molecular cluster, CH2NO3S overall in a non-equilibrium geometry, with properties calculated with wB97M-V/def2-TZVPD.

```
8
Properties=species:S:1:pos:R:3:forces:R:3
C 1.604 -0.597 0.209 -0.4 1.0 1.2
N 1.320 -0.447 -0.988 -0.8 0.1 0.4
O -1.987 -0.361 0.761 -0.1 -0.9 0.3
O -2.035 0.490 -1.568 -0.7 -0.8 -1.1
O -1.101 1.787 0.169 1.2 2.8 1.3
S -1.393 0.470 -0.275 0.1 -1.1 -0.8
H 2.349 -1.276 0.554 1.2 -1.0 -0.2
H 1.242 -0.067 1.139 -0.5 0.0 -1.2
```
Forces are in eV/Å.

The HOMO-LUMO gap (spin up / spin down) is 6.4 / 9.2 eV. For the HOMO energy (spin up / spin down), the calculation gives -3.167 / -5.215 eV. The total charge is -1. Its relative energy (zero: lowest compared OMol25 entry of this formula, charge and spin) is 74.73 kcal/mol. The value obtained for the molar mass is 108.10 g mol⁻¹. The maximum force is 3.31 eV Å⁻¹. As for the lowest unoccupied orbital energy (spin up / spin down): 3.280 / 3.980 eV. The calculated total energy is -717.9223 hartree.

Charges obtained by Löwdin population analysis, quoted in units of e: atom 1 (C): -0.282, atom 2 (N): 0.056, atom 3 (O): -0.425, atom 4 (O): -0.420, atom 5 (O): -0.412, atom 6 (S): 0.394, atom 7 (H): 0.020, atom 8 (H): 0.068